No. 1
{
  "formula": "H10O5",
  "method": "ωB97M-V/def2-TZVPD",
  "elements": ["O", "H", "H", "O", "H", "H", "O", "H", "H", "O", "H", "H", "O", "H", "H"],
  "coordinates": [[0.90512, -0.10521, -1.37645], [0.22115, 0.08762, -0.61746], [1.18158, -0.95160, -1.06705], [-2.44559, -1.38501, 1.13993], [-1.95849, -1.17501, 1.87169], [-2.93497, -0.60734, 0.82829], [1.95281, -0.12755, 2.02998], [1.29758, 0.42902, 2.57005], [1.31248, -0.35892, 1.36832], [-2.94645, 1.84137, -0.31766], [-2.96361, 2.68634, -0.66827], [-2.08564, 1.43460, -0.53325], [2.79562, -0.52158, -1.36995], [3.12820, 0.07493, -1.97876], [2.54021, -1.32165, -1.87943]],
  "forces_ev_per_angstrom": [[-7.869, 2.083, 2.779], [1.084, -0.109, -2.388], [-0.242, -0.422, 0.299], [-2.007, -0.782, -3.368], [1.717, 1.108, 2.939], [0.273, -0.215, 0.422], [-1.877, 1.624, 1.733], [1.894, -0.928, -0.516], [0.041, -0.665, -1.145], [0.569, -3.203, 1.190], [0.134, 2.542, -1.151], [-0.659, 0.574, -0.057], [4.863, -4.289, 1.052], [1.034, 1.782, -1.897], [1.043, 0.901, 0.107]],
  "mulliken_charge": [-0.531, 0.202, 0.367, -0.628, 0.294, 0.335, -0.593, 0.323, 0.249, -0.612, 0.287, 0.314, -0.656, 0.306, 0.343],
  "lumo_energy_ev": 0.086,
  "e_above_lowest_kcal_mol": 93.61,
  "smiles": "O.O.O.O.O",
  "homo_energy_ev": -9.543,
  "gap_ev": 9.628,
  "spin_multiplicity": 1
}

***

No. 2
{
  "formula": "C3H8NO3",
  "method": "ωB97M-V/def2-TZVPD",
  "elements": ["C", "C", "C", "O", "O", "N", "H", "H", "H", "H", "H", "H", "H", "H", "O"],
  "coordinates": [[-1.10497, -0.77769, -0.91044], [-0.25016, -0.25779, 0.20292], [1.30072, -0.61709, 0.05201], [1.61743, -1.04925, -1.07344], [2.03350, -0.34992, 1.03373], [-2.46464, -0.16267, -0.95102], [-0.73229, -0.63840, -1.91881], [-1.32704, -1.84036, -0.81935], [-0.41779, 0.78456, 0.49109], [-0.55538, -0.72873, 1.15232], [-2.57974, 0.82283, -0.83931], [-3.25743, -0.69185, -0.62760], [2.04481, 1.48617, 1.86111], [3.05279, 1.82486, 0.77205], [2.64019, 2.19534, 1.57473]],
  "forces_ev_per_angstrom": [[-2.076, 0.707, -0.516], [1.128, -0.942, 1.370], [-0.839, 0.960, -0.607], [0.198, -0.240, 0.285], [-0.252, -0.320, 0.068], [-0.315, -0.584, -0.437], [0.800, 0.061, 0.195], [0.428, -0.141, 0.113], [0.257, 0.260, -0.773], [-0.030, -0.243, -0.214], [0.266, 0.255, 0.247], [0.300, 0.074, 0.255], [0.311, -0.362, -0.426], [-0.476, -0.082, 0.701], [0.301, 0.598, -0.261]],
  "mulliken_charge": [-0.144, -0.552, 0.545, -0.706, -0.820, -0.519, 0.200, 0.246, 0.259, 0.158, 0.154, 0.162, 0.357, 0.325, -0.665],
  "lumo_energy_ev": 4.023,
  "e_above_lowest_kcal_mol": 21.20,
  "charge": -1,
  "homo_energy_ev": -4.303,
  "gap_ev": 8.327,
  "spin_multiplicity": 1
}

***

No. 3
{
  "formula": "C10H14O",
  "method": "ωB97M-V/def2-TZVPD",
  "elements": ["C", "C", "C", "C", "C", "C", "C", "C", "C", "C", "O", "H", "H", "H", "H", "H", "H", "H", "H", "H", "H", "H", "H", "H", "H"],
  "coordinates": [[-1.44715, 1.00920, -1.84001], [-1.30304, -0.42898, -1.99015], [-0.26741, -1.88516, -0.16097], [-0.01787, -0.80128, -1.25747], [-0.37935, 1.52643, -0.90990], [-1.13119, -1.16338, 0.90570], [0.50031, 0.59302, -0.63467], [-0.46426, 3.00167, -0.65435], [-0.74489, -1.49001, 2.23094], [1.83497, 0.74267, 0.05680], [-2.39700, 1.70835, -2.18120], [-2.15657, -1.00775, -1.73492], [-1.24011, -0.73065, -3.00109], [-0.82524, -2.65094, -0.46344], [0.69711, -2.27418, 0.25804], [0.78615, -1.11900, -1.87718], [-1.42085, 3.38196, -0.77173], [0.39137, 3.56267, -1.10338], [-0.37084, 2.84688, 0.40111], [-1.37615, -1.05176, 3.02419], [0.12234, -0.85522, 2.33649], [-0.62979, -2.44289, 2.53589], [2.47626, 1.68177, -0.13591], [2.42901, -0.10289, -0.18350], [1.60556, 0.63640, 1.14109]],
  "forces_ev_per_angstrom": [[-1.929, 1.972, 1.852], [1.428, -1.208, -0.401], [2.369, 4.749, 2.839], [0.249, 0.755, 1.815], [-1.544, 1.167, -3.030], [0.220, -0.542, -2.171], [0.297, -1.465, -0.821], [2.865, -1.760, 1.080], [-1.823, 3.290, 1.440], [-0.493, 0.870, 0.744], [1.107, -0.887, -0.369], [-0.923, -0.081, 1.099], [0.466, 0.090, -1.578], [-2.346, -3.338, -1.690], [-0.566, 0.129, -0.303], [0.502, -0.510, -0.914], [-1.606, 0.752, -0.982], [-0.920, -0.216, 0.503], [0.589, 1.449, 1.266], [-0.289, 0.063, -0.413], [1.179, 0.047, -0.058], [1.339, -3.634, 0.502], [-1.472, -1.285, 0.231], [0.771, -0.799, -0.262], [0.530, 0.389, -0.377]],
  "mulliken_charge": [0.483, -1.185, -1.162, 0.428, 0.566, -0.021, -0.102, -1.406, -1.024, -1.291, -0.655, 0.390, 0.438, 0.615, 0.375, 0.647, 0.413, 0.259, 0.365, 0.287, 0.195, 0.440, 0.346, 0.402, 0.199],
  "lumo_energy_ev": 0.060,
  "e_above_lowest_kcal_mol": 127.13,
  "homo_energy_ev": -8.236,
  "gap_ev": 8.296,
  "spin_multiplicity": 1
}

***

No. 4
{
  "formula": "C5H10N2",
  "method": "ωB97M-V/def2-TZVPD",
  "elements": ["C", "C", "C", "C", "C", "H", "H", "H", "H", "H", "H", "H", "H", "H", "H", "N", "N"],
  "coordinates": [[0.66694, 0.11414, 0.02262], [-0.20769, 1.35192, -0.01115], [-1.62589, 0.53950, -0.13241], [-0.04219, -0.68020, 1.03568], [0.03708, -0.88623, -0.95217], [2.39474, 0.94410, 0.59848], [2.39775, 0.41205, -0.93289], [-0.05561, 2.05871, 0.85577], [0.03655, 2.00894, -0.86806], [-2.25891, 0.76959, 0.77912], [-2.21540, 0.81697, -1.04831], [0.54258, -1.61815, 1.33154], [-0.38391, -0.25677, 1.98030], [-0.40676, -0.58590, -1.89754], [0.33078, -1.92933, -0.90264], [2.09719, 0.08833, -0.02905], [-1.14739, -0.83905, 0.07603]],
  "forces_ev_per_angstrom": [[1.187, -0.456, -1.324], [-0.463, 1.129, -1.031], [0.549, 1.824, 2.318], [-0.158, -1.697, 2.991], [-3.160, 0.192, 0.483], [-0.217, -2.220, -1.276], [0.090, -0.028, -0.592], [-0.402, -1.162, -0.420], [-0.375, -0.473, -0.014], [0.490, 0.011, -1.139], [0.770, -0.937, 0.722], [-1.148, 0.853, -0.864], [0.193, 0.473, 0.127], [0.765, 0.049, -0.497], [0.798, 0.234, -0.289], [1.177, 3.354, 2.511], [-0.098, -1.147, -1.705]],
  "mulliken_charge": [0.623, -0.808, -0.457, -0.598, -0.609, 0.320, 0.311, 0.318, 0.298, 0.307, 0.294, 0.292, 0.272, 0.297, 0.330, -0.662, -0.529],
  "lumo_energy_ev": 0.990,
  "e_above_lowest_kcal_mol": 57.58,
  "homo_energy_ev": -8.734,
  "gap_ev": 9.725,
  "spin_multiplicity": 1
}

***

No. 5
{
  "formula": "C4H10NOP",
  "method": "ωB97M-V/def2-TZVPD",
  "elements": ["C", "C", "C", "C", "N", "O", "P", "H", "H", "H", "H", "H", "H", "H", "H", "H", "H"],
  "coordinates": [[-0.37268, -1.07605, 0.76308], [0.21533, 0.04978, -0.03982], [0.61241, -0.44034, -1.43543], [1.43453, 0.62650, 0.69379], [-0.81529, 1.08516, -0.09367], [-2.07081, -1.04437, 0.09781], [-2.43534, 0.48568, -0.07857], [-0.06909, -2.08025, 0.52246], [-0.54007, -0.87829, 1.81026], [0.94102, 0.39611, -2.05121], [-0.24630, -0.90986, -1.91298], [1.42373, -1.16311, -1.36881], [1.87061, 1.42649, 0.10096], [2.18486, -0.14645, 0.84029], [1.14056, 1.02996, 1.65913], [-0.61360, 1.78760, -0.79337], [-2.65986, 0.85145, 1.28610]],
  "forces_ev_per_angstrom": [[-3.418, 0.488, -1.438], [0.258, 0.184, 0.030], [-0.172, -0.027, 0.170], [-0.112, -0.327, 0.010], [-0.031, 0.312, -0.380], [3.370, -1.395, 1.154], [-0.086, 1.065, 0.283], [0.086, -0.179, -0.022], [-0.050, 0.039, 0.199], [0.043, 0.041, -0.007], [0.003, -0.027, -0.062], [0.092, -0.072, -0.062], [0.053, 0.068, -0.057], [0.220, -0.021, 0.030], [-0.033, 0.030, 0.065], [0.012, -0.116, -0.031], [-0.238, -0.062, 0.118]],
  "mulliken_charge": [-0.636, 1.436, -1.580, -1.680, -0.418, -0.398, -0.001, 0.289, 0.349, 0.392, 0.400, 0.364, 0.380, 0.366, 0.416, 0.326, -0.007],
  "lumo_energy_ev": 0.676,
  "e_above_lowest_kcal_mol": 27.57,
  "homo_energy_ev": -8.081,
  "gap_ev": 8.757,
  "spin_multiplicity": 1
}

***

No. 6
{
  "formula": "C16H26N2OS",
  "method": "ωB97M-V/def2-TZVPD",
  "elements": ["C", "C", "C", "C", "S", "C", "C", "C", "N", "C", "O", "N", "C", "C", "C", "C", "C", "C", "C", "C", "H", "H", "H", "H", "H", "H", "H", "H", "H", "H", "H", "H", "H", "H", "H", "H", "H", "H", "H", "H", "H", "H", "H", "H", "H", "H"],
  "coordinates": [[-6.77428, -2.33909, -0.88919], [-5.45942, -2.09047, -0.16094], [-5.25022, -0.60558, 0.13076], [-3.94335, -0.36141, 0.86762], [-3.67519, 1.40352, 1.25214], [-3.03685, 2.00525, -0.35000], [-1.55078, 1.73636, -0.52427], [-0.71691, 2.57414, 0.44919], [0.68725, 2.26095, 0.36124], [1.57154, 3.09374, -0.24129], [1.28119, 4.18965, -0.67482], [2.87840, 2.64612, -0.29916], [3.41977, 1.38831, -0.03501], [4.69449, 1.30359, 0.52349], [5.26726, 0.07498, 0.78315], [4.59212, -1.10556, 0.49764], [5.23314, -2.43960, 0.75121], [6.05085, -2.88298, -0.46372], [3.33571, -1.01723, -0.08636], [2.75429, 0.20692, -0.35901], [-6.90796, -3.40044, -1.08409], [-7.61266, -1.99125, -0.29002], [-6.79106, -1.81067, -1.83996], [-5.45308, -2.64610, 0.77950], [-4.63030, -2.46009, -0.76959], [-5.25434, -0.05055, -0.81073], [-6.07532, -0.23007, 0.73927], [-3.08691, -0.71204, 0.29140], [-3.94700, -0.86456, 1.83412], [-3.62350, 1.52973, -1.13464], [-3.23576, 3.07587, -0.35707], [-1.34314, 0.67540, -0.35777], [-1.26061, 1.98041, -1.54883], [-1.06877, 2.40323, 1.47116], [-0.82157, 3.63433, 0.20744], [1.01585, 1.40768, 0.78160], [3.53801, 3.38435, -0.50064], [5.23188, 2.21242, 0.75326], [6.25416, 0.03104, 1.22103], [5.88949, -2.37450, 1.62134], [4.46416, -3.18647, 0.95896], [5.41181, -2.96460, -1.34006], [6.83277, -2.15806, -0.67815], [6.51379, -3.84967, -0.27945], [2.80388, -1.92254, -0.34312], [1.79720, 0.24554, -0.85762]],
  "forces_ev_per_angstrom": [[0.217, -0.102, 0.105], [-0.190, 0.238, -0.106], [0.188, -0.352, 0.057], [-0.087, 0.640, -0.040], [-0.027, -0.078, -0.036], [-0.058, -0.375, 0.380], [-0.003, 0.229, 0.167], [-0.226, -0.016, -0.203], [0.015, -0.234, 0.140], [0.106, -0.197, 0.209], [-0.129, 0.393, -0.180], [0.399, 0.384, -0.203], [0.051, -0.366, 0.097], [-0.130, 0.072, -0.034], [-0.084, -0.056, -0.093], [-0.045, -0.092, 0.132], [0.101, -0.002, -0.218], [-0.052, -0.078, 0.203], [0.123, 0.018, 0.122], [0.008, 0.118, -0.077], [-0.105, -0.082, -0.066], [-0.131, 0.027, 0.023], [-0.052, 0.044, -0.109], [0.079, -0.054, 0.019], [0.056, -0.054, 0.054], [-0.054, 0.059, 0.007], [-0.026, 0.061, -0.042], [0.030, -0.144, 0.041], [0.072, -0.081, -0.013], [-0.029, 0.132, -0.085], [-0.069, 0.040, -0.103], [0.010, -0.020, -0.060], [0.091, -0.030, -0.025], [0.056, 0.070, -0.110], [-0.032, -0.092, 0.101], [0.036, 0.101, -0.013], [-0.226, -0.044, -0.030], [0.027, 0.102, 0.069], [0.110, -0.003, 0.062], [-0.072, -0.045, 0.052], [0.026, 0.015, 0.094], [-0.022, -0.010, -0.111], [0.082, 0.049, -0.064], [0.084, -0.100, -0.055], [-0.059, -0.103, -0.021], [-0.059, 0.017, -0.037]],
  "mulliken_charge": [-1.286, -0.363, -0.430, -0.724, -0.114, -0.744, -0.218, -1.098, -0.076, 0.291, -0.685, -0.125, 0.449, -0.758, -0.585, 0.536, -1.006, -1.061, -0.515, -0.414, 0.378, 0.319, 0.324, 0.299, 0.333, 0.233, 0.254, 0.257, 0.451, 0.324, 0.439, 0.232, 0.256, 0.418, 0.342, 0.378, 0.245, 0.375, 0.375, 0.355, 0.349, 0.327, 0.328, 0.351, 0.382, 0.604],
  "lumo_energy_ev": 0.693,
  "e_above_lowest_kcal_mol": 4.99,
  "smiles": "CCCCSCCCNC(=O)Nc1ccc(CC)cc1",
  "homo_energy_ev": -8.342,
  "gap_ev": 9.034,
  "spin_multiplicity": 1
}